A 10-piece molecular cluster, C59H56F9N4O3PSi overall in a non-equilibrium geometry. Source: the OMol25 dataset; level of theory: wB97M-V/def2-TZVPD.

Last column: Löwdin charge in e.
Geometry (Å):
1 C -5.60071 -1.06783 3.80237  -0.24
2 Si -5.13140 -2.57824 2.65918  0.54
3 C -5.66692 -4.18096 3.58267  -0.23
4 C -6.18745 -2.45715 1.01295  -0.24
5 C -3.20836 -2.54515 2.22936  -0.26
6 N -2.37821 -2.12900 3.31620  0.03
7 N -1.10516 -2.06447 3.01709  0.02
8 C -0.80849 -2.42348 1.66529  -0.26
9 P 1.08283 -2.26236 1.19915  0.80
10 O 1.70539 -3.73079 0.97072  -0.38
11 O 1.99312 -1.47299 2.48528  -0.24
12 O 1.29244 -1.44441 -0.36212  -0.21
13 N -1.63408 -2.87978 0.59080  0.05
14 N -2.90706 -2.94427 0.89012  0.04
15 H -5.32389 -1.33535 4.91618  0.05
16 H -4.99599 -0.13100 3.40720  0.05
17 H -6.77428 -0.93828 3.67251  0.05
18 H -6.75982 -3.98526 4.02000  0.07
19 H -4.96834 -4.47516 4.47453  0.05
20 H -5.74435 -5.10900 2.86490  0.04
21 H -7.22988 -1.93938 1.25187  0.05
22 H -5.54517 -1.80066 0.25277  0.05
23 H -6.43610 -3.53244 0.56445  0.05
24 H 1.62437 -0.53690 2.62618  0.10
25 H 0.67552 -0.65400 -0.39174  0.03
26 F 8.13608 -1.11851 3.55617  0.06
27 C 7.16176 -1.98239 3.24151  -0.29
28 C 7.48083 -3.31291 2.99342  -0.04
29 C 6.46602 -4.21383 2.67080  -0.09
30 C 5.14343 -3.77127 2.58910  -0.08
31 C 4.83393 -2.43272 2.83492  -0.07
32 C 5.84743 -1.53459 3.16842  -0.01
33 H 8.51477 -3.63669 3.05337  0.11
34 H 6.70407 -5.25781 2.48267  0.10
35 H 4.35281 -4.47336 2.33306  0.10
36 H 3.80437 -2.08972 2.76671  0.06
37 H 5.62348 -0.49258 3.37139  0.11
38 F 8.95958 -9.48857 7.47347  0.06
39 C 8.62109 -8.32873 6.89485  -0.29
40 C 7.57858 -8.30158 5.97502  -0.02
41 C 7.22243 -7.09323 5.37616  -0.08
42 C 7.92075 -5.92627 5.69606  -0.09
43 C 8.96898 -5.96472 6.61675  -0.08
44 C 9.31747 -7.17104 7.22369  -0.02
45 H 7.05306 -9.21950 5.73270  0.11
46 H 6.40376 -7.05999 4.66158  0.10
47 H 7.64555 -4.98484 5.22538  0.08
48 H 9.51371 -5.05595 6.86107  0.11
49 H 10.12375 -7.21736 7.94819  0.11
50 F 0.42249 1.01037 -0.97441  0.03
51 C 1.01085 2.21339 -1.00869  -0.28
52 C 1.09227 2.96867 0.15604  -0.02
53 C 1.70936 4.21911 0.12192  -0.06
54 C 2.22898 4.70546 -1.08026  -0.11
55 C 2.13786 3.94201 -2.24506  -0.07
56 C 1.53073 2.68699 -2.20817  -0.01
57 H 0.67560 2.57818 1.07873  0.11
58 H 1.78503 4.81403 1.02873  0.11
59 H 2.70624 5.68273 -1.10736  0.08
60 H 2.53935 4.32438 -3.18042  0.11
61 H 1.45925 2.07651 -3.10222  0.12
62 F -4.86984 -7.09423 3.25663  0.04
63 C -3.62043 -7.41163 2.89214  -0.29
64 C -3.37554 -7.84406 1.59342  -0.01
65 C -2.07399 -8.16974 1.21200  -0.07
66 C -1.03251 -8.06965 2.13779  -0.09
67 C -1.28927 -7.63946 3.44046  -0.08
68 C -2.58898 -7.30323 3.81826  -0.02
69 H -4.19833 -7.92357 0.89046  0.10
70 H -1.87082 -8.50137 0.19677  0.09
71 H -0.01822 -8.32805 1.84114  0.10
72 H -0.47774 -7.56629 4.16044  0.11
73 H -2.80495 -6.95854 4.82407  0.11
74 F -3.34968 -9.20769 -1.21332  0.05
75 C -4.32401 -10.07157 -1.52798  -0.28
76 C -4.00493 -11.40209 -1.77607  -0.01
77 C -5.01974 -12.30301 -2.09869  -0.08
78 C -6.34233 -11.86045 -2.18039  -0.10
79 C -6.65183 -10.52190 -1.93457  -0.08
80 C -5.63833 -9.62377 -1.60106  -0.02
81 H -2.97099 -11.72587 -1.71612  0.12
82 H -4.78170 -13.34699 -2.28681  0.11
83 H -7.13295 -12.56254 -2.43643  0.10
84 H -7.68140 -10.17890 -2.00278  0.11
85 H -5.86228 -8.58176 -1.39810  0.11
86 F 4.58893 5.91847 -0.36506  0.04
87 C 5.76402 5.46942 0.09553  -0.28
88 C 6.47856 4.53606 -0.64739  -0.01
89 C 7.70455 4.07208 -0.17070  -0.08
90 C 8.19759 4.53903 1.05022  -0.10
91 C 7.47054 5.47208 1.79100  -0.08
92 C 6.25008 5.94415 1.30866  -0.02
93 H 6.07586 4.17854 -1.58945  0.12
94 H 8.27460 3.34819 -0.74775  0.11
95 H 9.15175 4.17351 1.42380  0.10
96 H 7.85434 5.83096 2.74295  0.11
97 H 5.67616 6.67612 1.86720  0.11
98 F 0.93381 6.85621 -2.11269  0.05
99 C 1.01324 7.51820 -3.27462  -0.29
100 C 1.89495 8.58680 -3.39439  -0.02
101 C 1.98170 9.27310 -4.60560  -0.08
102 C 1.17694 8.88956 -5.68126  -0.09
103 C 0.29139 7.81886 -5.54957  -0.08
104 C 0.21302 7.12582 -4.34186  -0.01
105 H 2.50607 8.87565 -2.54554  0.12
106 H 2.67352 10.10499 -4.71188  0.11
107 H 1.24170 9.42797 -6.62439  0.10
108 H -0.33692 7.52479 -6.38686  0.09
109 H -0.46333 6.28558 -4.22491  0.12
110 F -2.07059 7.08680 -8.76992  0.06
111 C -2.98953 7.77623 -8.08083  -0.29
112 C -2.59614 8.87625 -7.32662  -0.03
113 C -3.55337 9.59747 -6.61309  -0.07
114 C -4.89315 9.20354 -6.65311  -0.11
115 C -5.27731 8.09496 -7.40901  -0.09
116 C -4.32160 7.38080 -8.13125  -0.01
117 H -1.54975 9.16238 -7.30084  0.10
118 H -3.25720 10.46368 -6.02664  0.11
119 H -5.63875 9.76368 -6.09285  0.10
120 H -6.32003 7.78779 -7.43534  0.11
121 H -4.60409 6.52203 -8.73112  0.12
122 F -5.68666 7.30627 -4.58140  0.06
123 C -5.76875 7.88041 -3.37382  -0.29
124 C -4.63638 7.94701 -2.56948  -0.01
125 C -4.72016 8.54930 -1.31418  -0.08
126 C -5.93935 9.06907 -0.87236  -0.10
127 C -7.07150 8.99286 -1.68499  -0.09
128 C -6.98470 8.40057 -2.94463  -0.02
129 H -3.69999 7.53044 -2.92600  0.11
130 H -3.83878 8.61335 -0.68092  0.11
131 H -6.00529 9.53476 0.10864  0.10
132 H -8.02027 9.39441 -1.33730  0.10
133 H -7.85266 8.34083 -3.59286  0.12

Cartesian forces, eV/Å:
0.165 0.092 -0.113
-1.341 -0.044 0.177
-0.645 -1.058 0.515
-0.189 0.086 -0.622
-1.089 -0.159 0.343
-1.167 -1.312 -3.606
0.275 -0.949 -3.921
0.604 0.722 0.050
3.818 -4.780 -2.221
-2.577 5.944 1.358
-3.667 0.860 -2.710
-1.871 -0.312 4.321
1.869 1.393 3.172
0.676 1.208 3.742
-0.587 0.815 -2.222
-1.485 -1.680 1.107
2.550 -0.026 0.427
2.326 -0.390 -0.894
-1.326 0.561 -1.634
0.175 1.933 1.451
2.290 -0.955 -0.576
-1.720 -1.484 1.356
0.749 2.416 0.821
0.738 -1.793 -0.170
1.056 -1.026 -0.147
0.272 0.218 0.084
-0.861 -0.758 -0.279
0.104 0.082 0.026
-0.288 0.438 0.049
0.124 -0.108 0.028
0.321 -0.190 0.046
0.113 -0.041 0.003
-0.067 0.070 0.008
0.019 0.182 0.017
0.095 0.198 0.006
0.596 -0.202 0.066
0.073 -0.067 -0.024
0.060 -0.206 0.103
-0.281 0.961 -0.474
0.003 -0.063 0.023
0.391 0.106 0.288
-0.024 -0.012 -0.012
-0.271 -0.324 -0.151
0.033 -0.069 0.031
0.073 0.069 0.064
0.139 -0.028 0.128
0.033 -0.193 0.103
-0.095 -0.183 -0.014
-0.075 -0.049 -0.074
-0.577 -0.462 -0.064
0.880 1.714 -0.020
-0.047 -0.196 -0.069
0.071 -0.141 -0.515
-0.039 -0.049 0.070
-0.143 -0.106 0.505
-0.090 -0.178 0.005
0.013 0.015 -0.073
-0.035 -0.130 -0.153
-0.380 -0.512 -0.033
-0.087 -0.097 0.145
-0.020 0.019 0.101
-0.291 -0.125 0.113
1.206 -0.320 -0.374
-0.079 0.048 0.036
0.157 0.122 0.415
-0.092 0.010 0.014
-0.210 -0.057 -0.344
-0.100 0.049 0.038
0.076 0.017 0.087
-0.061 0.124 0.342
-0.202 0.076 0.059
-0.176 0.019 -0.115
-0.026 -0.049 -0.085
0.077 0.116 -0.119
-0.886 -0.803 -0.301
0.064 0.034 0.028
-0.219 0.433 0.054
0.066 0.003 0.009
0.358 -0.232 0.010
0.081 0.056 0.029
-0.093 0.072 0.017
-0.003 0.210 0.033
0.153 0.144 0.051
0.209 -0.033 0.036
0.059 -0.077 -0.038
0.136 0.270 0.035
1.154 -0.418 0.450
-0.077 0.029 -0.048
-0.158 0.305 0.338
-0.034 -0.005 -0.054
-0.057 -0.197 -0.375
-0.097 0.015 -0.033
0.003 0.061 0.095
-0.149 0.126 0.092
-0.196 0.071 -0.069
-0.098 -0.039 -0.186
0.018 -0.075 -0.074
-0.189 0.141 0.090
0.034 0.567 -0.976
0.032 -0.025 0.058
-0.332 -0.320 -0.070
0.016 -0.001 0.079
0.294 0.141 0.244
-0.015 -0.047 0.072
-0.066 -0.064 -0.059
-0.124 -0.156 0.063
-0.004 -0.103 0.165
0.156 -0.036 0.216
0.061 0.071 0.032
0.234 -0.150 -0.132
-0.800 0.633 0.613
0.050 -0.054 -0.093
-0.326 -0.339 -0.180
0.138 0.069 -0.107
0.416 0.229 -0.030
-0.003 -0.029 -0.007
-0.147 0.002 -0.058
-0.010 -0.172 -0.104
0.147 -0.120 -0.092
0.220 0.028 -0.007
0.074 0.068 0.056
-0.048 -0.174 -0.014
-0.051 0.431 0.933
0.041 -0.014 -0.054
-0.444 0.023 -0.186
0.043 -0.025 -0.031
0.404 -0.111 -0.043
0.003 -0.021 -0.070
-0.104 0.044 -0.019
-0.143 -0.042 -0.145
0.006 -0.091 -0.193
0.168 -0.075 -0.103
0.098 -0.035 0.037

Electronic energy   -4256.075913 Ha
LUMO energy   -0.0498 Eh
Gap between HOMO and LUMO   7.44 eV
F_max   6.62 eV/Å
Total charge   0
Structure (SMILES)   C[Si](C)(C)c1nnc(P(=O)(O)O)nn1.Fc1ccccc1.Fc1ccccc1.Fc1ccccc1.Fc1ccccc1.Fc1ccccc1.Fc1ccccc1.Fc1ccccc1.Fc1ccccc1.Fc1ccccc1
HOMO energy   -0.3233 Ha